Density functional theory data (ωB97M-V with the def2-TZVPD basis set) for C23H31N4O3Si2W as an isolated structure.

Structure (ORCA input):
```
! wB97M-V def2-TZVPD RIJCOSX def2/J DEFGRID3
* xyz 3 1
W 0.14910 -0.09894 0.53898
C -0.22118 2.15538 -3.25405
C -0.58808 1.16201 -2.20989
O 0.24998 0.95563 -1.29670
C -1.83233 0.40863 -2.28160
C -2.71164 0.58461 -3.36076
C -3.84312 -0.19840 -3.48967
C -4.11592 -1.18441 -2.54921
C -3.26928 -1.38857 -1.46448
C -2.15588 -0.58829 -1.34478
O -1.33120 -0.78974 -0.25676
H 0.72805 2.61989 -3.00435
H -0.99497 2.92000 -3.34229
H -0.14293 1.66624 -4.22792
H -2.50116 1.33568 -4.10917
H -4.50869 -0.04894 -4.32818
H -4.99588 -1.80487 -2.65722
H -3.47326 -2.14983 -0.72404
C 2.50537 -1.33211 3.22795
Si 2.25314 -1.19186 1.40199
C 2.43776 0.70716 0.89624
C 3.37689 -2.19213 0.37974
C 4.62104 -2.65133 0.81607
C 5.51400 -3.18072 -0.10481
C 5.17876 -3.24158 -1.45286
C 3.93681 -2.80215 -1.89420
C 3.02340 -2.28682 -0.97596
Si 1.24849 -1.99330 -1.34049
C 0.16837 -3.38683 -0.74944
C 0.91282 -1.49133 -3.08497
H 3.57278 -1.22928 3.44192
H 2.20170 -2.31793 3.58708
H 1.98404 -0.56882 3.80567
H 2.31299 1.46395 1.66424
H 2.27081 1.13777 -0.09730
H 3.51051 0.46171 0.82957
H 4.90897 -2.59234 1.85868
H 6.47999 -3.53800 0.22571
H 5.88793 -3.64654 -2.16258
H 3.69124 -2.88496 -2.94590
H -0.86531 -3.27623 -1.07721
H 0.18594 -3.55305 0.32858
H 0.57566 -4.29370 -1.21117
H -0.14010 -1.36026 -3.33171
H 1.26791 -2.33722 -3.68699
H 1.48620 -0.61827 -3.39754
N -0.89649 -1.50709 3.31624
C -0.48188 -0.99623 2.37334
H -1.24562 -1.96702 4.14225
C -2.94945 5.04906 3.33177
N -2.35395 3.87664 2.69143
C -0.96354 3.74847 2.29507
C -0.99392 2.36002 1.72299
O 0.06721 1.81433 1.22400
N -2.16799 1.80601 1.78088
C -2.98137 2.75265 2.38468
N -4.25487 2.51101 2.61238
H -2.20880 5.84282 3.35957
H -3.25093 4.81782 4.35327
H -3.80424 5.40095 2.75444
H -0.28040 3.82315 3.14457
H -0.67366 4.49038 1.54743
H -4.64948 1.63028 2.32578
H -4.86038 3.18683 3.05167
*
```

## Properties
* energy relative to the best compared isomer or geometry (same formula, charge and spin): 0.0 kJ/mol
* frontier orbital gap: 0.2345 hartree
* total energy: -1984.9892 Eh
* HOMO energy: -16.9 eV
* LUMO: -0.38523 hartree



Density functional theory data (ωB97M-V with the def2-TZVPD basis set) for the molecule C23H31N5O3.

Structure (ORCA input):
```
! wB97M-V def2-TZVPD RIJCOSX def2/J DEFGRID3
* xyz 0 1
C -4.16968 -4.24991 2.15902
C -2.68230 -4.22705 2.49059
C -1.86573 -3.38298 1.51309
H -0.83730 -3.30769 1.87833
H -2.27939 -2.37297 1.46669
C -1.83611 -3.97118 0.10052
N -0.95569 -3.21823 -0.76239
C -1.41319 -2.37464 -1.70414
O -2.57848 -2.25516 -2.00966
C -0.28935 -1.57554 -2.39290
N 0.16137 -0.47325 -1.54896
C -0.39112 0.77922 -1.83871
O -1.13186 0.94340 -2.77872
N -0.02687 1.82227 -1.01588
C 0.86202 1.61867 -0.01256
C 1.44029 0.37498 0.21029
N 2.28840 0.55340 1.27946
C 2.18061 1.84981 1.61846
N 1.33353 2.52501 0.87104
H 2.72729 2.28953 2.42871
C 3.16472 -0.43727 1.85299
H 2.87127 -1.40567 1.44632
C 4.63418 -0.14081 1.53935
H 5.24568 -0.89084 2.04420
C 4.96630 -0.14331 0.04208
C 6.37736 0.40535 -0.16370
H 6.62971 0.41723 -1.22101
H 7.10404 -0.21679 0.35452
H 6.45904 1.42099 0.21773
C 4.85503 -1.54240 -0.55835
H 5.51242 -2.23269 -0.03368
H 3.83859 -1.92148 -0.50361
H 5.14775 -1.52249 -1.60553
H 4.26254 0.51928 -0.47552
H 4.89040 0.83603 1.95720
H 3.01919 -0.44791 2.93799
C 1.07922 -0.77408 -0.55024
O 1.49416 -1.91678 -0.38242
C -0.67248 3.12105 -1.17236
C -1.86605 3.20990 -0.25700
C -1.74971 3.80487 0.99188
C -2.83824 3.84678 1.84584
C -4.04512 3.28755 1.46084
C -4.16146 2.68263 0.22033
C -3.07604 2.64250 -0.63697
H -3.16025 2.16417 -1.60141
H -5.09926 2.24019 -0.08091
H -4.89405 3.32142 2.12805
H -2.74370 4.31517 2.81475
H -0.80196 4.22616 1.29298
H 0.06843 3.88118 -0.92045
H -0.97646 3.20449 -2.21772
H -0.68517 -1.14632 -3.31421
H 0.56467 -2.22540 -2.59528
H 0.02645 -3.17378 -0.51378
H -2.82729 -3.93320 -0.35402
H -1.49344 -5.01043 0.13632
H -2.54934 -3.81814 3.49503
H -2.29403 -5.24822 2.49593
H -4.71976 -4.77992 2.93333
H -4.35121 -4.74953 1.21168
H -4.55924 -3.23673 2.09320
*
```

## Properties
* SMILES string: CCCCNC(=O)Cn1c(=O)c2c(ncn2CCC(C)C)n(Cc2ccccc2)c1=O
* energy relative to the best compared isomer or geometry (same formula, charge and spin): 28.9 kJ/mol
* frontier orbital gap: 0.3339 hartree
* total energy: -1394.6398 Eh
* HOMO energy: -8.6 eV
* LUMO: 0.01764 hartree



Density functional theory data (ωB97M-V with the def2-TZVPD basis set) for the molecule C23H31NO4.

Structure (ORCA input):
```
! wB97M-V def2-TZVPD RIJCOSX def2/J DEFGRID3
* xyz 0 1
C -0.27518 3.16479 2.65897
C 0.74293 2.23097 3.30549
H 1.31373 2.77247 4.06579
H 0.24276 1.38309 3.78701
O 1.73288 1.77850 2.40119
C 1.41785 0.83078 1.46636
C 0.20883 0.15919 1.42499
C -0.03888 -0.83564 0.48566
C 0.96884 -1.18572 -0.39712
C 2.19038 -0.51883 -0.38886
C 2.41490 0.53190 0.51480
O 3.61722 1.18437 0.44693
C 3.68031 2.57611 0.71691
C 4.89148 3.12826 -0.02189
H 5.79128 2.61618 0.30877
H 4.78031 2.97995 -1.09327
H 4.99267 4.19071 0.18097
H 3.78275 2.74698 1.79415
H 2.76541 3.06875 0.36887
O 3.06181 -0.93073 -1.35943
C 4.46124 -0.95593 -1.12041
C 4.83460 -1.79153 0.09746
H 4.40289 -2.78707 0.01917
H 5.91566 -1.87788 0.16249
H 4.46545 -1.31956 1.00436
H 4.86124 0.05599 -1.01811
H 4.86417 -1.40941 -2.03111
H 0.86439 -1.96641 -1.13413
C -1.41034 -1.42111 0.50951
O -2.23411 -1.07928 1.34096
N -1.69335 -2.33662 -0.44407
H -0.99124 -2.60528 -1.11139
C -3.03797 -2.82228 -0.65658
C -3.14798 -4.29437 -0.25956
H -2.87793 -4.41723 0.78585
H -2.48094 -4.90438 -0.86632
H -4.16628 -4.64641 -0.40092
H -3.66435 -2.22133 0.01144
C -3.48052 -2.61499 -2.11319
H -4.56913 -2.67724 -2.14211
H -3.09162 -3.43053 -2.72873
C -3.01359 -1.28585 -2.72920
C -3.12013 -0.10377 -1.80437
C -2.01840 0.71370 -1.59001
C -2.09555 1.79738 -0.73444
C -3.27810 2.07613 -0.07388
C -4.38501 1.27312 -0.28708
C -4.30822 0.19622 -1.15043
H -5.17988 -0.42135 -1.31294
H -5.31187 1.48486 0.22570
H -3.33924 2.91444 0.60495
H -1.22358 2.41764 -0.58185
H -1.08425 0.49817 -2.09080
H -1.97444 -1.37908 -3.05260
H -3.61343 -1.09690 -3.62490
H -0.58852 0.37514 2.11643
H -0.86205 2.64042 1.90953
H -0.94587 3.55135 3.42137
H 0.23599 3.99917 2.18361
*
```

## Properties
* SMILES string: CCOc1cc(C(=O)N[C@H](C)CCc2ccccc2)cc(OCC)c1OCC
* energy relative to the best compared isomer or geometry (same formula, charge and spin): 240.4 kJ/mol
* frontier orbital gap: 0.3311 hartree
* total energy: -1250.7341 Eh
* HOMO energy: -8.2 eV
* LUMO: 0.02880 hartree



Please write out number 3 again, unchanged.
Density functional theory data (ωB97M-V with the def2-TZVPD basis set) for the molecule C23H31NO4.

Structure (ORCA input):
```
! wB97M-V def2-TZVPD RIJCOSX def2/J DEFGRID3
* xyz 0 1
C -0.27518 3.16479 2.65897
C 0.74293 2.23097 3.30549
H 1.31373 2.77247 4.06579
H 0.24276 1.38309 3.78701
O 1.73288 1.77850 2.40119
C 1.41785 0.83078 1.46636
C 0.20883 0.15919 1.42499
C -0.03888 -0.83564 0.48566
C 0.96884 -1.18572 -0.39712
C 2.19038 -0.51883 -0.38886
C 2.41490 0.53190 0.51480
O 3.61722 1.18437 0.44693
C 3.68031 2.57611 0.71691
C 4.89148 3.12826 -0.02189
H 5.79128 2.61618 0.30877
H 4.78031 2.97995 -1.09327
H 4.99267 4.19071 0.18097
H 3.78275 2.74698 1.79415
H 2.76541 3.06875 0.36887
O 3.06181 -0.93073 -1.35943
C 4.46124 -0.95593 -1.12041
C 4.83460 -1.79153 0.09746
H 4.40289 -2.78707 0.01917
H 5.91566 -1.87788 0.16249
H 4.46545 -1.31956 1.00436
H 4.86124 0.05599 -1.01811
H 4.86417 -1.40941 -2.03111
H 0.86439 -1.96641 -1.13413
C -1.41034 -1.42111 0.50951
O -2.23411 -1.07928 1.34096
N -1.69335 -2.33662 -0.44407
H -0.99124 -2.60528 -1.11139
C -3.03797 -2.82228 -0.65658
C -3.14798 -4.29437 -0.25956
H -2.87793 -4.41723 0.78585
H -2.48094 -4.90438 -0.86632
H -4.16628 -4.64641 -0.40092
H -3.66435 -2.22133 0.01144
C -3.48052 -2.61499 -2.11319
H -4.56913 -2.67724 -2.14211
H -3.09162 -3.43053 -2.72873
C -3.01359 -1.28585 -2.72920
C -3.12013 -0.10377 -1.80437
C -2.01840 0.71370 -1.59001
C -2.09555 1.79738 -0.73444
C -3.27810 2.07613 -0.07388
C -4.38501 1.27312 -0.28708
C -4.30822 0.19622 -1.15043
H -5.17988 -0.42135 -1.31294
H -5.31187 1.48486 0.22570
H -3.33924 2.91444 0.60495
H -1.22358 2.41764 -0.58185
H -1.08425 0.49817 -2.09080
H -1.97444 -1.37908 -3.05260
H -3.61343 -1.09690 -3.62490
H -0.58852 0.37514 2.11643
H -0.86205 2.64042 1.90953
H -0.94587 3.55135 3.42137
H 0.23599 3.99917 2.18361
*
```

## Properties
* SMILES string: CCOc1cc(C(=O)N[C@H](C)CCc2ccccc2)cc(OCC)c1OCC
* energy relative to the best compared isomer or geometry (same formula, charge and spin): 240.4 kJ/mol
* frontier orbital gap: 0.3311 hartree
* total energy: -1250.7341 Eh
* HOMO energy: -8.2 eV
* LUMO: 0.02880 hartree